Record 1
Here is a cluster of 4 separate species, C21H43FN6O9P in total at a distorted geometry from the OMol25 dataset. Energies are from ωB97M-V with the def2-TZVPD basis set.

## Properties
* DFT total energy: -61849.169 eV
* HOMO-LUMO gap: 6.954 eV

Geometry as ORCA input:
```
! wB97M-V def2-TZVPD RIJCOSX def2/J DEFGRID3
* xyz -1 1
C 2.90729 -0.51980 1.27755
C 2.69208 -0.43162 -0.31116
O 3.51050 0.23541 -0.98755
O 1.58057 -1.05298 -0.98361
C 0.39892 -0.28875 -0.58890
C -0.96877 -0.83881 -1.24067
C -2.08628 0.30922 -1.29216
C -3.38143 0.01015 -0.37108
N -3.09462 -0.84838 0.81531
P -4.31648 -2.12451 0.77726
N -4.20007 -3.21634 2.15949
O -3.94871 -3.14640 -0.58887
C -3.05896 -0.09183 2.09509
C -4.47697 0.42583 2.63218
C -4.30772 1.19330 4.05853
N -5.68607 1.67164 4.50295
C -2.28066 -0.92415 3.27091
C -1.07316 -1.78471 2.67921
O -1.17143 -2.80599 1.98199
F 0.27038 -1.32264 2.93538
C -2.15009 1.25088 1.89468
O -2.70395 2.37568 1.58181
O -0.78436 1.26508 2.09180
H 3.92377 -0.06848 1.58234
H 2.09100 0.10191 1.77636
H 2.89978 -1.60511 1.66441
H 0.28707 -0.43087 0.55104
H 0.54186 0.83367 -0.82862
H -0.69730 -1.13388 -2.32710
H -1.28124 -1.80513 -0.72435
H -1.59793 1.27716 -0.93982
H -2.44178 0.37001 -2.39026
H -4.09873 -0.60345 -1.04701
H -3.97983 0.96780 -0.12203
H -5.00274 -2.96545 2.76461
H -4.38048 -4.19823 1.89220
H -3.11224 -2.85465 -1.01460
H -4.97260 1.20893 1.94360
H -5.25461 -0.38750 2.82110
H -3.66446 2.13093 3.98242
H -3.97076 0.47102 4.89434
H -5.50555 2.07190 5.44600
H -5.89905 2.47388 3.89194
H -1.87638 -0.14154 4.00257
H -3.06815 -1.54649 3.82341
C -9.55138 4.01548 7.15947
C -8.69558 3.44127 6.06182
O -7.48899 3.29544 6.18806
N -9.30216 3.07824 4.89887
C -10.70304 3.16753 4.55060
H -8.92328 4.25422 8.01801
H -10.03417 4.93403 6.81871
H -10.30165 3.28603 7.47250
H -8.66041 2.70185 4.21404
H -11.06164 2.16345 4.31213
H -10.79613 3.79787 3.66309
H -11.30296 3.58509 5.35642
C 7.41931 0.09223 -5.01260
C 6.50283 -0.28817 -3.87984
O 6.59643 -1.36551 -3.30365
N 5.55022 0.60466 -3.50081
C 5.28111 1.91480 -4.04931
H 8.12204 -0.72105 -5.19653
H 6.84120 0.26108 -5.92354
H 7.98800 0.98744 -4.75174
H 4.97409 0.27903 -2.73513
H 5.38740 2.64997 -3.24823
H 4.25014 1.92974 -4.41021
H 5.95505 2.16735 -4.86560
C 11.80388 -1.61968 -6.01991
C 10.72085 -1.88883 -7.02988
O 10.28772 -1.01288 -7.76671
N 10.21931 -3.15143 -7.11221
C 10.59033 -4.31751 -6.34009
H 12.09665 -0.57104 -6.07692
H 11.43630 -1.82121 -5.01139
H 12.68021 -2.23518 -6.23465
H 9.49768 -3.24985 -7.81228
H 10.93544 -5.09051 -7.03087
H 9.70200 -4.67917 -5.81747
H 11.37355 -4.10147 -5.61685
*
```

Mulliken population analysis, charges in e, atoms 1 to 6:
1. C -0.703
2. C 0.674
3. O -0.644
4. O -0.399
5. C -0.219
6. C -0.185


Record 2
Here is a cluster of 6 separate species, C21H43O16 in total at a distorted geometry from the OMol25 dataset. Energies are from ωB97M-V with the def2-TZVPD basis set.

## Properties
* DFT total energy: -55230.758 eV
* ΔE to the lowest compared entry with this formula, charge and spin: 69.0 kcal/mol
* HOMO-LUMO gap: 4.088 eV

Geometry as ORCA input:
```
! wB97M-V def2-TZVPD RIJCOSX def2/J DEFGRID3
* xyz -1 1
C -0.66819 0.08653 -0.47122
O -0.83913 0.35937 0.90977
H 0.10260 -0.64732 -0.70665
H -1.56051 -0.25663 -0.99479
H -0.34114 0.97310 -1.01448
C 0.31673 9.28749 6.99692
C 0.18420 7.83957 6.52820
O 1.06913 7.55126 5.44218
C 0.81936 6.37411 4.74882
O -0.14463 5.57695 4.94956
O 1.71637 6.27440 3.73636
C 2.00263 5.00935 3.03305
H 0.09498 10.09542 6.29965
H 1.36995 9.43878 7.23346
H -0.24934 9.44865 7.91435
H -0.80481 7.62201 6.12494
H 0.27288 7.08237 7.30723
H 2.71376 4.34938 3.52987
H 2.35030 5.16645 2.01198
H 1.07189 4.49683 2.78991
C -6.79591 -10.20737 0.62308
C -5.87826 -9.31413 -0.25208
O -5.49401 -8.11914 0.43309
C -4.55910 -7.38018 -0.16023
O -3.89645 -7.69399 -1.20891
O -4.28825 -6.36908 0.70906
C -3.20422 -5.49370 0.52468
H -7.28064 -11.03359 0.10299
H -7.62174 -9.58072 0.95984
H -6.24356 -10.60228 1.47575
H -6.41132 -8.97141 -1.13891
H -5.08463 -9.93625 -0.66586
H -3.54565 -4.66772 -0.09924
H -2.38830 -6.02133 0.03074
H -2.87706 -5.13908 1.50208
C -2.81725 3.05942 -5.57613
C -3.79183 4.01511 -6.29632
O -4.59898 4.74490 -5.33968
C -5.84167 5.11705 -5.57437
O -6.39586 5.13096 -6.64189
O -6.19665 5.74914 -4.44797
C -7.42977 6.37644 -4.39128
H -2.11959 2.56966 -6.25547
H -3.28824 2.26651 -4.99513
H -2.26698 3.56702 -4.78389
H -4.44667 3.50382 -7.00192
H -3.25254 4.73251 -6.91487
H -8.22019 5.63380 -4.28261
H -7.57270 7.10597 -5.18843
H -7.41171 6.97129 -3.47808
C 5.55247 0.08236 -1.60447
C 5.26327 -0.34360 -3.01907
O 5.91255 -1.62536 -3.34263
C 5.58912 -2.18035 -4.47705
O 4.71713 -1.77337 -5.30020
O 6.27511 -3.30794 -4.64137
C 6.16221 -4.08200 -5.80944
H 5.34183 -0.81822 -1.02769
H 4.93600 0.93198 -1.31087
H 6.57112 0.33938 -1.31396
H 5.51482 0.33358 -3.83532
H 4.17824 -0.38410 -2.92331
H 6.58334 -3.61046 -6.69736
H 5.11108 -4.14130 -6.09173
H 6.52807 -5.09654 -5.65143
C 2.86150 -4.09596 3.27184
C 2.58131 -2.54684 3.33821
O 3.68125 -1.90059 4.07099
C 3.55536 -0.65864 4.37860
O 2.47019 -0.13085 4.59661
O 4.73324 0.00826 4.53778
C 5.98932 -0.68282 4.73212
H 3.66745 -4.34748 2.58244
H 1.94771 -4.59308 2.94633
H 2.93144 -4.39793 4.31685
H 1.61375 -2.39242 3.81580
H 2.42483 -2.21316 2.31240
H 6.16737 -1.11783 3.74868
H 6.06263 -1.41466 5.53657
H 6.81898 0.01820 4.82350
*
```

Mulliken population analysis, charges in e, atoms 1 to 6:
1. C -0.513
2. O -0.890
3. H 0.095
4. H 0.159
5. H 0.161
6. C -1.161


Record 3
Here is a cluster of 6 separate species, C21H44BO8S in total at a distorted geometry from the OMol25 dataset. Energies are from ωB97M-V with the def2-TZVPD basis set.

## Properties
* DFT total energy: -50374.361 eV
* HOMO-LUMO gap: 7.057 eV

Geometry as ORCA input:
```
! wB97M-V def2-TZVPD RIJCOSX def2/J DEFGRID3
* xyz 1 1
C 3.20004 2.48051 0.42067
C 1.73698 2.50541 -0.31089
B 1.60444 1.19487 -1.24757
O 2.59319 1.05187 -2.31327
S 0.28605 -0.13488 -1.13335
C -0.71415 -0.02931 0.42706
C -2.24344 0.40141 0.07816
O -2.38062 1.76510 0.57645
C -3.63172 2.34119 0.15147
C -3.83180 2.83779 -1.36333
O -4.55444 2.41248 1.00858
H 3.32910 3.36222 1.15119
H 3.33500 1.47395 0.97091
H 4.04921 2.60298 -0.35513
H 1.78681 3.42150 -1.02178
H 0.87562 2.66225 0.42050
H 2.36875 1.81529 -2.91053
H 0.97781 -1.35972 -1.05202
H -0.28169 0.64402 1.23819
H -0.78434 -1.10800 0.84033
H -2.43345 0.37805 -1.04901
H -2.99157 -0.33124 0.57090
H -3.13313 3.71485 -1.64161
H -4.92074 3.21835 -1.42483
H -3.75150 1.98079 -2.13120
C 1.61760 -3.98311 -3.86594
C 0.50795 -4.22225 -2.87905
O 0.57522 -3.80116 -1.73342
C -0.68718 -4.99987 -3.35678
H 2.41405 -3.41018 -3.38417
H 2.02778 -4.93759 -4.20228
H 1.24020 -3.41245 -4.71686
H -0.37895 -5.99929 -3.67074
H -1.16493 -4.47307 -4.18565
H -1.40691 -5.09572 -2.54053
C 5.19944 -1.98261 2.69624
C 4.35569 -1.76204 1.47084
O 3.16753 -1.49528 1.55792
C 5.03310 -1.88294 0.13124
H 4.58107 -1.86434 3.58895
H 5.61011 -2.99454 2.68683
H 6.00582 -1.24658 2.72893
H 5.43652 -2.89010 0.00856
H 5.83209 -1.14286 0.05078
H 4.30414 -1.69883 -0.66197
C -1.47204 -0.82733 -7.37236
C -0.70751 -1.34075 -6.18248
O -0.63362 -2.53213 -5.94289
C -0.03581 -0.32380 -5.29710
H -1.90166 -1.67031 -7.91754
H -2.28301 -0.17546 -7.04026
H -0.79980 -0.28455 -8.04025
H -0.78378 0.34977 -4.87236
H 0.70083 0.24126 -5.87218
H 0.47718 -0.83805 -4.48031
C 4.43917 -0.58274 7.54029
C 3.97167 -1.81908 6.81992
O 4.39243 -2.10356 5.71245
C 2.96417 -2.69044 7.52104
H 5.16262 -0.05238 6.91714
H 3.59145 0.07848 7.73238
H 4.92285 -0.86009 8.47917
H 2.05098 -2.12278 7.71226
H 3.38253 -3.06139 8.45906
H 2.71921 -3.54403 6.88523
C -8.65522 4.97125 2.51453
C -7.65504 4.96408 1.38904
O -7.97871 5.25955 0.25301
C -6.23894 4.57732 1.72216
H -9.63257 5.26865 2.12830
H -8.73845 3.97069 2.94433
H -8.34857 5.68740 3.27983
H -6.21485 3.56066 2.11583
H -5.82463 5.27656 2.45220
H -5.63156 4.61626 0.81676
*
```

Mulliken population analysis, charges in e, atoms 1 to 6:
1. C -0.766
2. C -0.349
3. B 0.367
4. O -0.601
5. S 0.080
6. C -0.552